Record 1
Density functional theory data (ωB97M-V/def2-TZVPD) for a structure of composition C5H11NO.

The geometry in XYZ format:
```
18
Properties=species:S:1:pos:R:3:forces:R:3
C -0.66712 1.82594 -1.05692 0.005 0.075 -0.015
C 0.44948 1.08828 -0.36084 0.037 0.083 -0.231
C 0.76479 1.29456 1.07827 0.170 0.196 0.167
N 0.02183 0.13804 0.65094 0.055 -0.130 0.025
C 0.61714 -1.18608 0.72036 0.356 0.098 -0.234
C 0.20985 -2.00661 -0.36262 0.258 0.009 0.054
O -1.47919 -2.08204 0.26585 -0.132 0.025 0.195
H -1.15242 1.18453 -1.80413 0.124 0.115 0.093
H -0.30104 2.72442 -1.56259 -0.053 -0.073 0.041
H -1.42949 2.12055 -0.32750 0.142 -0.025 -0.104
H 1.28166 0.76190 -0.98780 -0.077 0.095 0.093
H 0.20952 2.02163 1.66994 0.114 -0.065 -0.141
H 1.79658 1.13710 1.39327 -0.137 0.027 -0.060
H 1.59539 -1.32507 1.17794 -0.173 0.026 0.038
H -0.69583 -1.84206 1.09741 -0.460 -0.275 -0.132
H -0.01716 -1.66056 -1.37756 -0.193 0.063 0.308
H 0.53095 -3.04547 -0.32292 0.032 0.182 -0.082
H -1.73492 -1.14907 0.10888 -0.067 -0.425 -0.016
```
Forces are in eV/Å.

Properties
Lowest unoccupied orbital energy: 1.06 eV
Orbital gap: 8.47 eV
E_HOMO: -0.2724 Eh
Multiplicity: 1

Quick look at the Mulliken charges, all values in e: number 1, C, carries -1.46; number 2, C, carries 0.24; number 3, C, carries -0.52; number 4, N, carries -0.18; number 5, C, carries -0.85; number 6, C, carries -0.25; number 7, O, carries -0.64; number 8, H, carries 0.28; number 9, H, carries 0.39; number 10, H, carries 0.33; number 11, H, carries 0.40; number 12, H, carries 0.23; number 13, H, carries 0.27; number 14, H, carries 0.30; number 15, H, carries 0.55; number 16, H, carries 0.23; number 17, H, carries 0.26; number 18, H, carries 0.42

***

Record 2
Density functional theory data (ωB97M-V/def2-TZVPD) for a cluster of 2 separate species, H3NO2S in total at a distorted geometry.

The geometry in XYZ format:
```
7
Properties=species:S:1:pos:R:3:forces:R:3
N 0.20518 -1.53120 0.75790 -2.389 0.390 1.717
O -0.18819 1.94342 -0.43782 -0.963 -3.173 -0.799
O -0.14256 -0.48637 -0.73539 -1.386 -1.987 0.137
S 0.68527 0.65079 -1.16313 0.136 2.314 0.501
H -0.52205 -2.26300 0.48050 1.175 1.038 0.131
H -0.40392 -0.98584 1.51397 1.567 -1.031 -1.941
H 0.36628 2.67220 -0.41603 1.860 2.449 0.253
```
Forces are in eV/Å.

Properties
Lowest unoccupied orbital energy (spin up / spin down): -0.57 / 0.26 eV
Orbital gap (spin up / spin down): 8.02 / 8.82 eV
E_HOMO (spin up / spin down): -0.3158 / -0.3146 Eh
Multiplicity: 1

Quick look at the Mulliken charges, all values in e: number 1, N, carries -0.45; number 2, O, carries -0.47; number 3, O, carries -0.31; number 4, S, carries 0.39; number 5, H, carries 0.26; number 6, H, carries 0.27; number 7, H, carries 0.32

***

Per-record energy above the lowest of the compared OMol25 structures with the same formula, charge and spin, kcal per mole: 128.44, 87.98
Per-record calculated total energy, eV: -8896.128, -16464.866